Record 1
Entry from the OMol25 dataset: a 7-piece molecular cluster, C5H28N3O6 overall (ωB97M-V with the def2-TZVPD basis set).

Each atom is followed by the atoms it is bonded to, with distances in Å.
Atoms and positions in Å:
1 O -2.23 1.97 -2.44  H19 0.951, H37 0.918
2 O -0.74 -0.25 -2.76  H29 0.921, H35 0.941
3 O -0.57 3.80 -0.08  H24 0.966, H26 0.963
4 O 0.10 2.43 2.19  H31 0.952, H34 0.943
5 O 0.45 -3.83 -1.39  H16 0.936, H39 0.928
6 O 1.87 3.24 -1.08  H22 0.928, H33 0.997
7 N 1.64 -0.77 -1.75  C14 1.543, H18 1.013, H25 1.038, H32 1.038
8 N -1.85 -0.92 3.27  C13 1.485, H27 0.990, H28 1.002
9 N -0.86 -2.17 1.39  C11 1.444, C13 1.486, H21 0.988
10 C 2.05 -0.91 0.83  C12 1.583, C14 1.616, H23 1.100, H41 1.123
11 C -0.57 -1.09 0.48  N9 1.444, C12 1.507, H40 1.105, H42 1.122
12 C 0.63 -0.23 0.77  C10 1.583, C11 1.507, H36 1.129, H38 1.141
13 C -2.04 -2.00 2.28  N8 1.485, N9 1.486, H20 1.095, H30 1.093
14 C 2.55 -1.35 -0.64  N7 1.543, C10 1.616, H15 1.037, H17 1.085
15 H 2.31 -2.35 -0.78  C14 1.037
16 H 0.08 -3.55 -0.57  O5 0.936
17 H 3.53 -0.92 -0.83  C14 1.085
18 H 1.94 -1.03 -2.68  N7 1.013
19 H -3.04 2.35 -2.76  O1 0.951
20 H -2.93 -1.85 1.65  C13 1.095
21 H -0.10 -2.32 2.01  N9 0.988
22 H 2.32 3.82 -0.51  O6 0.928
23 H 2.02 -1.90 1.31  C10 1.100
24 H -0.99 4.59 0.27  O3 0.966
25 H 0.67 -1.05 -1.52  N7 1.038
26 H -0.46 3.21 0.68  O3 0.963
27 H -1.30 -1.20 4.04  N8 0.990
28 H -1.88 0.03 2.95  N8 1.002
29 H -1.07 -0.45 -3.60  O2 0.921
30 H -2.15 -2.87 2.93  C13 1.093
31 H 0.85 3.01 2.12  O4 0.952
32 H 1.65 0.27 -1.69  N7 1.038
33 H 0.90 3.37 -0.85  O6 0.997
34 H -0.63 2.88 2.58  O4 0.943
35 H -1.22 0.51 -2.50  O2 0.941
36 H 0.39 0.15 1.81  C12 1.129
37 H -1.76 2.57 -1.93  O1 0.918
38 H 0.68 0.73 0.16  C12 1.141
39 H -0.10 -4.43 -1.83  O5 0.928
40 H -1.37 -0.32 0.46  C11 1.105
41 H 2.84 -0.25 1.29  C10 1.123
42 H -0.62 -1.65 -0.49  C11 1.122

The HOMO energy is -11.291 eV. The calculation puts the total energy at -822.741213 a.u. The calculation puts the gap between HOMO and LUMO at 8.634 eV. The net charge is +1. The value obtained for the LUMO energy is -0.098 Eh.

These are the Löwdin partial charges, in e, on atoms 1 to 5:
1 O 0.0057
2 O -0.0095
3 O -0.0465
4 O -0.0145
5 O -0.0060

***

Record 2
Entry from the OMol25 dataset: a 10-piece molecular cluster, C5H28NO9 overall (ωB97M-V with the def2-TZVPD basis set).

Each atom is followed by the atoms it is bonded to, with distances in Å.
Atoms and positions in Å:
1 O 2.19 2.04 1.05  H26 0.908, H43 0.967
2 O 3.32 -0.49 0.44  H18 1.025, H38 0.928
3 O -2.35 -1.15 -1.80  H36 0.979, H41 1.050
4 O -1.83 1.63 2.18  H20 0.946, H32 0.917
5 O -4.01 0.85 -0.80  H17 0.965, H28 0.952
6 O -0.01 3.53 1.44  H29 1.029, H42 0.961
7 O -0.80 2.49 -0.89  H22 0.900, H23 0.960
8 O 1.99 -2.94 -1.33  H21 1.008, H31 0.987
9 O -0.03 -2.18 -2.99  H19 1.018, H35 0.949
10 N 0.82 -0.24 -1.32  C11 1.313, C12 1.457, H24 0.963
11 C 1.46 0.83 -1.74  N10 1.313, H16 1.118, H37 1.089
12 C 0.45 -0.28 0.09  N10 1.457, C13 1.393, H25 1.146
13 C 0.28 -1.37 0.94  C12 1.393, C15 1.478, H33 1.130
14 C -0.84 -2.41 2.75  C15 1.441, H30 1.100, H34 1.041, H40 1.077
15 C -0.24 -1.18 2.31  C13 1.478, C14 1.441, H27 1.122, H39 1.130
16 H 1.61 1.71 -1.08  C11 1.118
17 H -3.31 1.52 -0.81  O5 0.965
18 H 4.24 -0.84 0.73  O2 1.025
19 H 0.38 -2.19 -3.92  O9 1.018
20 H -1.32 2.41 2.05  O4 0.946
21 H 2.54 -3.75 -1.10  O8 1.008
22 H -0.90 3.04 -1.60  O7 0.900
23 H -0.74 3.14 -0.18  O7 0.960
24 H 0.59 -1.05 -1.79  N10 0.963
25 H 0.26 0.79 0.44  C12 1.146
26 H 2.14 1.21 1.41  O1 0.908
27 H -0.91 -0.28 2.31  C15 1.122
28 H -3.76 0.27 -0.09  O5 0.952
29 H 0.86 3.08 1.13  O6 1.029
30 H -0.22 -3.23 3.16  C14 1.100
31 H 1.47 -3.24 -2.12  O8 0.987
32 H -2.65 1.91 2.48  O4 0.917
33 H 0.50 -2.45 0.67  C13 1.130
34 H -1.47 -2.82 2.04  C14 1.041
35 H -0.93 -1.88 -3.03  O9 0.949
36 H -3.01 -0.42 -1.74  O3 0.979
37 H 1.91 0.92 -2.73  C11 1.089
38 H 3.07 -1.23 -0.06  O2 0.928
39 H 0.53 -0.78 3.03  C15 1.130
40 H -1.44 -2.41 3.65  C14 1.077
41 H -2.96 -1.98 -1.57  O3 1.050
42 H 0.33 3.98 2.22  O6 0.961
43 H 3.06 2.40 1.29  O1 0.967

The HOMO energy is -12.066 eV. The calculation puts the total energy at -938.915569 a.u. The calculation puts the gap between HOMO and LUMO at 8.475 eV. The net charge is +1. The value obtained for the LUMO energy is -0.132 Eh.

These are the Löwdin partial charges, in e, on atoms 1 to 5:
1 O -0.0161
2 O -0.0583
3 O -0.1095
4 O -0.0167
5 O -0.0338

***

Record 3
Entry from the OMol25 dataset: a 8-piece molecular cluster, C5H29N3O7 overall (ωB97M-V with the def2-TZVPD basis set).

Each atom is followed by the atoms it is bonded to, with distances in Å.
Atoms and positions in Å:
1 O -4.61 -0.76 1.82  H21 0.962, H44 0.949
2 O 0.99 3.19 0.55  H31 0.969, H38 0.968
3 O 1.77 -4.36 -0.18  H25 0.955, H42 0.973
4 O 3.02 0.99 2.53  H26 0.963, H32 0.956
5 O 2.92 -1.39 1.15  H18 0.953, H40 0.980
6 O -0.95 5.01 0.56  H20 0.945, H23 0.971
7 O -3.91 -1.34 -1.78  H33 0.947, H34 0.961
8 N -1.88 -0.30 1.93  C15 1.484, H22 1.017, H24 1.013, H30 1.018
9 N 2.07 -1.56 -1.44  C13 1.506, H28 1.054, H37 1.018, H43 1.027
10 N -1.73 0.44 -0.96  C12 1.367, H17 1.008, H39 1.003
11 C 0.69 0.42 -0.92  C12 1.529, C13 1.530, H19 1.089, H36 1.091
12 C -0.63 0.09 -0.23  N10 1.367, C11 1.529, C15 1.351
13 C 1.15 -0.53 -2.03  N9 1.506, C11 1.530, C14 1.522, H35 1.099
14 C 1.85 0.19 -3.17  C13 1.522, H16 1.099, H27 1.086, H41 1.092
15 C -0.67 -0.28 1.07  N8 1.484, C12 1.351, H29 1.079
16 H 1.98 1.26 -2.93  C14 1.099
17 H -1.63 1.08 -1.72  N10 1.008
18 H 3.56 -1.96 1.56  O5 0.953
19 H 1.45 0.65 -0.17  C11 1.089
20 H -0.49 5.80 0.35  O6 0.945
21 H -5.03 -0.90 2.68  O1 0.962
22 H -1.66 0.04 2.87  N8 1.017
23 H -1.61 4.89 -0.15  O6 0.971
24 H -2.12 -1.28 1.97  N8 1.013
25 H 0.91 -4.72 -0.42  O3 0.955
26 H 3.69 0.88 3.20  O4 0.963
27 H 1.24 0.31 -4.06  C14 1.086
28 H 2.58 -1.23 -0.57  N9 1.054
29 H 0.27 -0.49 1.54  C15 1.079
30 H -2.60 0.27 1.50  N8 1.018
31 H 0.37 3.69 1.11  O2 0.969
32 H 3.31 1.73 2.00  O4 0.956
33 H -4.62 -1.61 -1.21  O7 0.947
34 H -4.01 -1.71 -2.66  O7 0.961
35 H 0.34 -1.17 -2.41  C13 1.099
36 H 0.39 1.35 -1.40  C11 1.091
37 H 2.76 -2.01 -2.04  N9 1.018
38 H 1.88 3.49 0.31  O2 0.968
39 H -2.63 -0.01 -0.83  N10 1.003
40 H 2.69 -0.57 1.64  O5 0.980
41 H 2.77 -0.30 -3.50  C14 1.092
42 H 2.29 -4.98 0.36  O3 0.973
43 H 1.53 -2.27 -0.92  N9 1.027
44 H -5.22 -0.31 1.25  O1 0.949

The HOMO energy is -14.928 eV. The calculation puts the total energy at -898.296744 a.u. The calculation puts the gap between HOMO and LUMO at 9.708 eV. The net charge is +2. The value obtained for the LUMO energy is -0.192 Eh.

These are the Löwdin partial charges, in e, on atoms 1 to 5:
1 O -0.0337
2 O -0.0756
3 O -0.0512
4 O -0.0343
5 O -0.0561

***

Record 4
Entry from the OMol25 dataset: a 9-piece molecular cluster, C5H29NO9 overall (ωB97M-V with the def2-TZVPD basis set).

Each atom is followed by the atoms it is bonded to, with distances in Å.
Atoms and positions in Å:
1 O 0.50 -2.47 3.30  H33 0.956, H42 0.970
2 O -2.11 2.06 -0.70  H28 0.970, H40 0.972
3 O -2.33 -0.67 -3.29  H17 0.955, H44 0.962
4 O 0.50 3.16 0.29  H25 0.980, H41 0.969
5 O -2.23 -1.33 1.60  H30 0.966, H38 0.963
6 O 1.72 0.15 3.26  C14 1.447, H23 0.960
7 O -0.71 2.22 -3.03  H16 0.968, H37 0.969
8 O -1.05 0.66 2.85  H18 0.972, H21 0.940
9 O -4.13 0.34 -1.20  H22 0.971, H32 0.962
10 N 1.40 -0.90 -1.90  C12 1.478, C13 1.495, H20 1.017
11 C 3.16 -0.61 -0.22  C12 1.576, C15 1.513, H19 1.092, H36 1.065
12 C 2.56 -1.60 -1.29  N10 1.478, C11 1.576, H24 1.139, H34 1.121
13 C 0.36 -1.80 -2.48  N10 1.495, H27 1.116, H35 1.108, H39 1.087
14 C 2.37 0.42 2.00  O6 1.447, C15 1.532, H29 1.095, H43 1.112
15 C 2.25 -0.72 0.98  C11 1.513, C14 1.532, H26 1.112, H31 1.080
16 H -0.31 3.07 -2.81  O7 0.968
17 H -2.13 0.25 -3.13  O3 0.955
18 H -0.22 0.57 2.36  O8 0.972
19 H 4.18 -0.92 0.00  C11 1.092
20 H 1.80 -0.44 -2.71  N10 1.017
21 H -1.14 0.23 3.69  O8 0.940
22 H -4.03 -0.42 -0.60  O9 0.971
23 H 2.36 -0.36 3.76  O6 0.960
24 H 3.40 -1.96 -1.97  C12 1.139
25 H 0.50 3.66 1.13  O4 0.980
26 H 1.20 -0.54 0.67  C15 1.112
27 H -0.63 -1.35 -2.22  C13 1.116
28 H -1.31 1.64 -1.05  O2 0.970
29 H 1.91 1.34 1.63  C14 1.095
30 H -2.19 -0.38 1.46  O5 0.966
31 H 2.24 -1.72 1.39  C15 1.080
32 H -3.63 1.04 -0.79  O9 0.962
33 H 0.71 -2.78 2.42  O1 0.956
34 H 2.21 -2.58 -0.87  C12 1.121
35 H 0.31 -1.96 -3.58  C13 1.108
36 H 3.08 0.37 -0.64  C11 1.065
37 H -0.69 2.30 -3.99  O7 0.969
38 H -1.29 -1.53 1.68  O5 0.963
39 H 0.43 -2.80 -2.05  C13 1.087
40 H -2.47 2.51 -1.48  O2 0.972
41 H -0.18 3.76 -0.05  O4 0.969
42 H 0.76 -1.54 3.27  O1 0.970
43 H 3.40 0.84 2.04  C14 1.112
44 H -3.28 -0.74 -3.14  O3 0.962

The HOMO energy is -8.949 eV. The calculation puts the total energy at -939.735070 a.u. The calculation puts the gap between HOMO and LUMO at 8.881 eV. As for the structure (SMILES): CNCCCCO.O.O.O.O.O.O.O.O. The value obtained for the LUMO energy is -0.002 Eh.

These are the Löwdin partial charges, in e, on atoms 1 to 5:
1 O -0.0467
2 O -0.0674
3 O -0.0658
4 O -0.0764
5 O -0.0704